# 1
C2H12N2O2 | ωB97M-V/def2-TZVPD

XYZ file:
```
18
Properties=species:S:1:pos:R:3
N -1.247 -1.828 0.257
C -1.576 -0.448 -0.217
C -1.246 0.508 0.893
N 1.313 -1.017 -0.392
H 2.227 0.143 0.901
H -2.087 -2.354 0.011
H -2.645 -0.391 -0.426
H -0.949 -0.288 -1.078
H -2.147 0.704 1.492
H -0.492 0.082 1.538
H 0.388 -1.426 -0.190
H 1.908 -1.766 -0.776
H 1.694 1.443 0.265
H -0.878 1.449 0.522
O 2.329 1.120 0.984
H 1.051 2.578 -1.568
H 1.284 -0.158 -0.916
O 1.073 1.648 -1.302
```

HOMO-LUMO gap (spin up / spin down)	7.2869 / 6.1388	eV
net charge	-1
spin multiplicity	2

Results of the natural (NBO) charge analysis, in e, for atoms 1 through 5: -0.4330 -0.3134 -0.6270 -1.1575 0.4772

=====

# 2
C24H25Cl3NO3Pb | ωB97M-V/def2-TZVPD

XYZ file:
```
57
Properties=species:S:1:pos:R:3
C 1.913 0.044 1.597
C 2.408 -0.512 0.346
C 2.282 0.503 -0.688
H 2.756 -1.563 0.181
C 1.710 1.699 -0.084
C 1.485 1.417 1.335
H 1.449 2.647 -0.610
C -1.187 -1.511 1.539
C -0.127 -2.285 0.898
C -0.427 -2.373 -0.520
H 0.797 -2.664 1.393
C -1.674 -1.666 -0.748
C -2.141 -1.109 0.514
H 2.554 0.385 -1.766
H 1.019 2.108 2.072
H 1.799 -0.498 2.571
H -3.059 -0.499 0.656
H 0.220 -2.822 -1.314
H -1.228 -1.197 2.601
Pb -0.083 0.116 0.017
C -2.406 -1.501 -2.077
C -3.792 -2.126 -1.889
C -1.639 -2.198 -3.211
H -3.687 -3.117 -1.427
H -4.269 -2.237 -2.867
H -4.424 -1.496 -1.247
H -1.708 -3.286 -3.067
H -0.578 -1.895 -3.237
H -2.117 -1.930 -4.162
C -2.590 0.021 -2.396
C -1.305 0.710 -2.791
H -3.047 0.553 -1.533
H -3.293 0.102 -3.244
O -0.213 0.579 -2.159
N -1.274 1.508 -3.853
C -0.225 2.546 -4.056
H -1.814 1.186 -4.645
C 1.149 2.003 -4.361
C 2.299 2.655 -3.881
H 2.200 3.546 -3.246
C 3.569 2.153 -4.199
H 4.461 2.664 -3.816
C 3.698 1.017 -5.013
H 4.692 0.630 -5.269
C 2.546 0.383 -5.507
H 2.626 -0.500 -6.145
C 1.276 0.887 -5.192
H 0.372 0.399 -5.579
H -0.202 3.208 -3.177
H -0.605 3.113 -4.913
Cl -1.156 4.120 2.989
C -1.937 2.677 2.353
Cl -1.146 1.220 3.153
Cl -3.665 2.591 2.664
C -1.790 2.763 0.743
O -2.322 3.753 0.243
O -1.181 1.853 0.073
```

HOMO-LUMO gap	5.8891	eV
net charge	+1

Results of the natural (NBO) charge analysis, in e, for atoms 1 through 5: -0.3357 -0.3186 -0.3225 0.2576 -0.3322

=====

# 3
C2H7O3P | ωB97M-V/def2-TZVPD

XYZ file:
```
13
Properties=species:S:1:pos:R:3
C -1.459 1.187 0.362
C 0.447 -1.672 -0.387
O 2.175 0.477 -1.687
O -0.292 1.325 -0.337
O 0.711 -0.814 0.757
P 1.037 0.653 0.303
H -1.239 1.823 1.274
H -1.553 0.081 0.657
H -2.211 1.538 -0.349
H 0.290 -2.747 -0.070
H 1.306 -1.786 -1.035
H -0.338 -1.326 -0.959
H 1.126 1.260 1.470
```

HOMO-LUMO gap (spin up / spin down)	8.7309 / 8.7057	eV
net charge	0

Results of the natural (NBO) charge analysis, in e, for atoms 1 through 5: -0.2631 -0.2804 -0.6449 -0.7843 -0.7990

=====

# 4
C12H25CeClNO2P2 | ωB97M-V/def2-TZVPD

XYZ file:
```
44
Properties=species:S:1:pos:R:3
Ce 0.336 1.613 1.113
P 2.157 -0.914 1.380
C 2.222 -1.482 -0.315
C 1.058 -1.477 -1.161
N -0.118 -0.841 -0.763
C -1.258 -1.312 -1.268
C -1.290 -2.349 -2.217
C -0.110 -2.901 -2.743
C 1.086 -2.400 -2.255
C -2.567 -0.737 -0.763
P -2.430 0.874 0.131
H 2.053 -2.735 -2.641
H -2.269 -2.717 -2.520
H -0.143 -3.698 -3.492
H -3.253 -0.656 -1.620
H -2.996 -1.472 -0.065
H 3.473 1.255 -1.918
H 3.169 -1.410 -0.924
H 0.183 5.659 -1.403
O 2.850 1.431 -1.255
H 2.340 1.978 -1.859
H 0.339 1.919 2.998
O 0.111 4.753 -1.114
H -0.699 4.546 -1.618
C -2.964 1.968 -1.250
H -4.030 1.838 -1.484
H -2.793 3.010 -0.956
H -2.375 1.760 -2.151
C -4.016 0.797 1.053
H -3.968 1.530 1.865
H -4.891 1.033 0.433
H -4.164 -0.192 1.503
C 2.065 -2.715 1.808
H 2.975 -3.228 1.467
H 1.924 -2.871 2.874
H 1.216 -3.146 1.265
C 3.970 -0.563 1.638
H 4.094 -0.394 2.717
H 4.617 -1.398 1.325
H 4.257 0.355 1.105
Cl -0.009 3.677 2.692
C 0.086 0.726 3.148
H 0.750 0.230 3.833
H -0.985 0.656 3.406
```

HOMO-LUMO gap (spin up / spin down)	5.0954 / 6.8334	eV
net charge	+2
spin multiplicity	2

Results of the Löwdin charge analysis, in e, for atoms 1 through 5: 0.7786 0.8745 -0.2368 -0.3284 0.0682

=====

# 5
C24H21N5O5S3Yb | ωB97M-V/def2-TZVPD

XYZ file:
```
59
Properties=species:S:1:pos:R:3
Yb 0.034 -0.306 0.183
O -3.418 -2.503 -1.727
C -2.567 -1.730 -1.296
O -1.655 -1.958 -0.429
C -2.575 -0.286 -1.767
C -3.145 0.209 -2.926
C -2.995 1.568 -3.189
C -2.314 2.393 -2.296
C -1.800 1.807 -1.159
N -1.938 0.509 -0.925
C -0.997 2.523 -0.076
O -0.837 3.725 -0.132
O -0.570 1.695 0.831
H -3.672 -0.461 -3.591
H -3.404 1.987 -4.101
H -2.164 3.450 -2.466
C 1.956 1.956 2.292
C 2.245 1.235 1.015
N 2.311 -0.061 1.061
N 3.081 -0.634 0.041
C 2.783 -1.806 -0.400
S 1.312 -2.693 -0.240
S 4.115 -2.549 -1.347
C 5.532 -2.166 -0.279
C 6.074 -0.760 -0.348
C 6.723 -0.306 -1.490
C 7.207 0.992 -1.565
C 7.053 1.856 -0.487
C 6.417 1.406 0.663
C 5.932 0.107 0.728
C 2.463 2.000 -0.236
C 3.232 3.161 -0.246
C 3.400 3.908 -1.398
C 2.747 3.495 -2.558
C 1.952 2.364 -2.564
C 1.794 1.587 -1.412
O 0.996 0.521 -1.423
H 1.569 1.263 3.037
H 1.256 2.774 2.137
H 2.906 2.359 2.663
H 6.291 -2.877 -0.615
H 5.258 -2.427 0.742
H 6.821 -0.970 -2.343
H 7.698 1.333 -2.468
H 7.417 2.874 -0.548
H 6.285 2.073 1.507
H 5.405 -0.231 1.613
H 3.721 3.471 0.671
H 4.018 4.796 -1.396
H 2.853 4.074 -3.469
H 1.428 2.046 -3.458
N -2.785 -1.929 2.290
C -1.470 -2.199 2.408
N -1.060 -3.416 2.027
S -0.388 -1.047 3.036
H -3.304 -2.433 1.584
H -3.028 -0.959 2.407
H -1.590 -3.857 1.287
H -0.056 -3.497 1.921
```

HOMO-LUMO gap (spin up / spin down)	7.6623 / 7.6600	eV
net charge	-1
spin multiplicity	2

Results of the natural (NBO) charge analysis, in e, for atoms 1 through 5: 1.6590 -0.6751 0.7665 -0.7932 0.1143

=====

# 6
C4H14N3 | ωB97M-V/def2-TZVPD

XYZ file:
```
21
Properties=species:S:1:pos:R:3
C 0.273 0.095 -2.891
C -0.075 1.247 -1.971
N 0.833 1.244 -0.779
H -0.312 0.135 -3.806
H 1.329 0.133 -3.161
H 0.087 -0.866 -2.410
H 0.024 2.199 -2.487
H -1.085 1.174 -1.581
H 0.375 0.609 0.042
H 0.999 2.166 -0.388
H 1.739 0.841 -1.008
C -0.225 -1.703 0.928
N -0.521 -0.558 3.438
C -0.416 0.180 2.309
N -0.261 -0.255 1.117
H -0.037 -1.917 -0.119
H -1.177 -2.163 1.196
H 0.569 -2.162 1.522
H -0.966 -0.119 4.228
H -0.766 -1.532 3.336
H -0.387 1.253 2.484
```

HOMO-LUMO gap	10.8617	eV
net charge	+1

Results of the natural (NBO) charge analysis, in e, for atoms 1 through 5: -0.6287 -0.2203 -0.7295 0.2536 0.2163

=====

# 7
C40H43ClN2O7Si2 | ωB97M-V/def2-TZVPD

XYZ file:
```
95
Properties=species:S:1:pos:R:3
C 2.086 -0.571 2.410
C 1.102 -1.096 1.378
N 1.637 -0.981 0.013
C 0.727 -1.547 -1.004
C 0.337 -3.009 -0.748
Si -1.389 -3.220 -0.061
O -2.362 -2.040 -0.705
Si -3.983 -1.836 -0.429
C -4.815 -1.250 -1.995
C -4.646 0.211 -2.459
C -3.188 0.578 -2.645
N -2.532 1.192 -1.561
O -2.612 0.355 -3.680
C -4.243 -0.750 1.072
C -5.729 -0.613 1.418
C -6.328 0.750 1.031
Cl -5.999 -0.926 3.175
C 1.812 0.416 -0.326
C 3.177 0.759 -0.843
O 0.926 1.216 -0.183
H 2.376 0.463 2.205
H 1.619 -0.577 3.397
H 2.984 -1.190 2.449
H 0.137 -0.577 1.482
H 0.915 -2.150 1.580
H -0.165 -0.917 -1.102
H 1.248 -1.491 -1.964
H 1.015 -3.466 -0.019
H 0.436 -3.590 -1.667
H -1.394 -3.065 1.415
H -1.952 -4.551 -0.386
H -4.578 -3.151 -0.073
H -5.885 -1.445 -1.851
H -4.497 -1.909 -2.811
H -5.150 0.886 -1.761
H -5.117 0.330 -3.436
H -1.837 0.583 -1.139
H -3.191 1.498 -0.855
H -3.790 0.242 0.985
H -3.720 -1.253 1.891
H -6.303 -1.398 0.921
H -7.137 0.638 0.307
H -5.569 1.399 0.587
H -6.726 1.265 1.903
H 3.779 1.068 0.018
H 3.113 1.608 -1.524
H 3.656 -0.103 -1.305
C 4.866 -5.808 1.596
C 4.120 -4.645 1.436
C 4.234 -3.902 0.274
C 5.099 -4.313 -0.732
C 5.856 -5.473 -0.567
C 5.733 -6.221 0.598
C 6.813 -5.927 -1.619
O 7.463 -6.940 -1.483
C 6.941 -5.083 -2.843
C 7.853 -5.457 -3.822
C 7.985 -4.696 -4.972
C 7.202 -3.561 -5.151
C 6.293 -3.182 -4.178
C 6.162 -3.938 -3.019
C 5.189 -3.499 -1.978
O 4.498 -2.514 -2.138
H 4.773 -6.391 2.503
H 3.448 -4.321 2.221
H 3.655 -2.995 0.132
H 6.324 -7.121 0.705
H 8.450 -6.346 -3.667
H 8.697 -4.988 -5.732
H 7.304 -2.971 -6.052
H 5.677 -2.301 -4.299
C -4.147 8.037 4.866
C -4.589 6.756 5.179
C -4.225 5.683 4.383
C -3.421 5.887 3.268
C -2.986 7.175 2.948
C -3.349 8.247 3.755
C -2.145 7.433 1.741
O -1.764 8.553 1.474
C -1.799 6.267 0.882
C -1.054 6.473 -0.273
C -0.719 5.398 -1.082
C -1.114 4.110 -0.739
C -1.848 3.904 0.415
C -2.205 4.975 1.223
C -3.032 4.713 2.434
O -3.386 3.590 2.727
H -4.429 8.874 5.492
H -5.217 6.596 6.045
H -4.553 4.678 4.613
H -2.999 9.236 3.494
H -0.751 7.480 -0.524
H -0.146 5.563 -1.987
H -0.848 3.268 -1.360
H -2.153 2.910 0.712
```

HOMO-LUMO gap	8.1665	eV
net charge	0

Results of the Löwdin charge analysis, in e, for atoms 1 through 5: -0.0667 -0.2551 -0.0946 -0.2201 -0.2653

=====

# 8
C7H11NO4 | ωB97M-V/def2-TZVPD

XYZ file:
```
23
Properties=species:S:1:pos:R:3
C -3.119 0.291 0.609
N -2.412 -0.479 -0.459
C -1.032 -0.376 -0.492
C -0.389 0.777 -0.809
O -1.111 1.844 -1.181
O 0.956 0.866 -0.940
C 1.534 -0.126 -0.130
C 1.778 0.437 1.355
C 2.998 -0.094 -0.635
O 1.084 -1.391 -0.391
C -0.268 -1.597 -0.313
O -0.743 -2.708 -0.301
H -2.858 0.067 1.714
H -3.073 1.351 0.535
H -4.152 -0.181 0.623
H -2.728 -1.425 -0.443
H -2.072 1.743 -1.168
H 0.792 0.443 1.835
H 2.215 1.356 1.338
H 2.358 -0.357 1.749
H 3.080 -0.622 -1.502
H 3.771 -0.617 -0.034
H 3.389 0.796 -0.960
```

HOMO-LUMO gap	8.9012	eV
net charge	0
SMILES	CNC1=C(O)OC(C)(C)OC1=O

Results of the natural (NBO) charge analysis, in e, for atoms 1 through 5: -0.4270 -0.6324 -0.1931 0.6518 -0.6639